(1)
Here is an isolated molecule of C5H8O2 from the Open Molecules 2025 dataset. Energies are from wB97M-V/def2-TZVPD.

Geometry (Å):
H (-0.1123, 2.3964, 0.5685)
C (-0.3995, 0.2740, 0.2457)
H (-2.0486, 0.3612, -1.2207)
O (-1.1584, -1.0324, 0.8123)
H (-1.6752, -0.7324, 1.5694)
H (2.5546, -1.5493, 0.2076)
C (-0.8501, 1.6393, 0.3453)
H (1.5984, -1.2612, -1.2588)
C (1.5578, -1.3335, -0.1692)
C (-0.9821, 0.4344, -1.0656)
C (1.0791, -0.0252, 0.3999)
O (1.8223, 0.8108, 0.8560)
H (0.8658, -2.1339, 0.0841)
H (-1.8806, 1.8756, 0.5684)
H (-0.3713, 0.2763, -1.9429)

Results
Structure (SMILES) = CC(=O)C1(O)CC1
ΔE to the lowest compared entry with this formula, charge and spin = 71.58 kcal per mole
HOMO energy = -9.35 eV
Gap between HOMO and LUMO = 10.19 eV

How positive or negative is each atom? The natural (NBO) charges in e answer that: 0.247, 0.043, 0.230, -0.767, 0.465, 0.237, -0.392, 0.235, -0.723, -0.350, 0.599, -0.520, 0.255, 0.227, 0.214

=====

(2)
Here is C4H12N3 as an isolated structure from the Open Molecules 2025 dataset. Energies are from wB97M-V/def2-TZVPD.

Geometry (Å):
N (-0.7810, 1.3679, 0.8054)
H (-1.4875, -1.1117, -1.2938)
H (2.7999, 1.4098, -0.1602)
H (-1.7661, 1.6209, 0.8308)
H (1.8399, 0.0497, -1.4560)
H (-2.4998, -0.1828, 0.5901)
H (-3.7084, -0.2953, -0.5852)
H (-0.3164, 0.6798, -1.0205)
H (-1.4178, -1.6308, 0.2618)
H (0.7843, -1.3190, 1.0748)
C (1.9961, -0.4890, -0.5027)
H (2.5511, -1.4257, -0.5524)
N (-2.8624, 0.2493, -0.4150)
C (-1.6752, -0.6993, -0.3113)
C (-0.4026, 0.2359, -0.0547)
C (0.7605, -0.5865, 0.2734)
H (3.3817, 0.3382, 0.9055)
N (3.1215, 0.4414, -0.0935)
H (-0.3178, 1.3470, 1.7034)

Results
Expectation value of S² = 0.7548
ΔE to the lowest compared entry with this formula, charge and spin = 83.40 kcal per mole
HOMO energy (spin up / spin down) = -8.11 / -8.78 eV
Gap between HOMO and LUMO (spin up / spin down) = 9.11 / 8.42 eV
Multiplicity = 2

How positive or negative is each atom? The natural (NBO) charges in e answer that: -0.867, 0.204, 0.348, 0.397, 0.203, 0.413, 0.352, 0.184, 0.203, 0.177, -0.308, 0.202, -0.812, -0.378, -0.121, -0.089, 0.342, -0.812, 0.363

=====

(3)
Here is C32H51ClN7O2PPbS3SeSi as an isolated structure from the Open Molecules 2025 dataset. Energies are from wB97M-V/def2-TZVPD.

Geometry (Å):
H (1.7778, 1.1940, 4.4680)
C (-4.5239, 0.6834, 0.5936)
O (0.9828, -1.4213, 4.4355)
H (-3.2723, -0.6133, 3.1603)
H (-2.4356, -5.7488, -0.0653)
H (-3.0595, -1.1232, 6.1562)
H (2.6666, 3.7654, 0.3335)
H (2.8825, -1.2037, -2.6630)
C (-0.8103, -4.4355, -0.5977)
C (3.2299, -5.6852, -0.0006)
H (2.8936, 1.6983, -0.8787)
H (-5.5348, 2.5596, 0.5909)
C (-3.3931, -0.0224, 0.1429)
H (-1.0954, 6.1511, -1.7230)
H (-1.4804, 3.4925, -4.9554)
H (0.1904, 5.3930, -0.7832)
H (-0.1110, -5.2159, -0.8681)
Si (-0.1464, 4.2348, -2.9947)
Pb (0.2868, 0.3301, -0.1479)
C (-0.2694, -1.0649, -3.4496)
H (3.1149, -1.4864, -5.1291)
H (0.4107, 3.1909, -0.1085)
H (1.1076, 2.5585, 2.6742)
H (-3.7806, 3.6424, -0.8573)
C (-2.9351, -3.6882, 0.1768)
H (3.1082, 1.2630, 2.0278)
C (1.1756, -1.2611, 6.8518)
C (1.4069, 0.8129, 5.4190)
H (0.1596, -0.9574, 7.1004)
H (1.0399, -1.4842, -6.5336)
H (-3.7951, 1.1816, 5.7246)
C (1.7340, -5.6170, 1.8323)
H (-1.4109, 4.6456, -0.8565)
H (-3.5419, -2.1661, 3.9851)
H (0.5934, 6.2883, -4.1863)
H (1.2187, -2.3500, 6.8234)
C (-3.6996, 2.6107, -0.5446)
S (2.6452, -1.8752, 1.0589)
S (-0.6195, 0.4021, 2.6752)
H (1.8521, -0.9077, 7.6321)
H (-2.1133, 1.1749, 6.2718)
C (-0.2260, -1.2184, -4.8248)
C (3.3029, 1.8752, 1.1423)
N (-2.4443, 0.5605, -0.5823)
H (1.0716, -6.0306, 2.5803)
H (0.5482, -2.8309, -1.0208)
H (-4.6213, -0.7902, 4.3048)
N (0.8337, -1.0664, -2.7104)
C (3.2857, -4.3198, -0.0054)
N (2.8263, 1.1368, -0.0331)
N (0.2381, 2.7370, 0.7883)
H (-2.4753, 3.4831, -3.5049)
H (4.3854, 2.0371, 1.0968)
H (-1.8280, 2.2644, -1.5407)
C (2.6234, 3.2330, 1.2915)
H (1.1539, -3.7777, 2.4509)
H (-2.1193, 5.0177, -4.3142)
C (1.1895, 3.2139, 1.8057)
N (-3.3244, -1.3597, 0.4770)
H (-1.2127, -0.9221, -2.9331)
C (2.4438, -6.3685, 0.9498)
H (2.6635, -0.9054, 5.3643)
C (-4.6700, 2.0038, 0.2518)
H (1.3833, 4.8469, -4.8535)
H (0.3544, 1.0810, 5.5098)
Cl (-1.6977, -1.1991, -5.7337)
C (-3.5906, -1.0829, 4.0944)
H (0.9249, 4.2247, 2.1324)
C (-0.4421, -3.1108, -0.6840)
N (1.8012, -4.2685, 1.8154)
O (-1.3393, -1.0326, 5.1474)
H (2.3897, -7.4458, 0.9779)
C (2.1378, -1.3755, -4.6792)
H (3.3576, 0.2814, -0.1598)
H (-2.4794, 1.4006, 4.5483)
S (-0.9031, -2.9876, 2.9575)
C (1.0595, 5.3314, -3.9303)
H (-5.2648, 0.1784, 1.2013)
C (1.6047, -0.6885, 5.5124)
C (-2.6202, 1.8484, -0.9262)
H (-4.1246, -1.6937, 0.9889)
H (3.2132, 3.8269, 1.9930)
C (-1.7038, 4.0433, -4.0393)
C (-2.4631, -2.3746, 0.0647)
C (-2.7793, 0.8816, 5.4595)
Se (0.7822, 2.2371, -2.5788)
P (-0.4741, -1.2620, 3.8083)
H (-0.7137, 2.9526, 1.0660)
H (3.8880, -3.7819, -0.7221)
C (0.9937, -1.3737, -5.4588)
C (2.0106, -1.2189, -3.3084)
C (-2.0958, -4.7246, -0.1526)
N (-1.2434, -2.0888, -0.3618)
H (3.7965, -6.2452, -0.7340)
H (-3.9406, -3.8745, 0.5335)
H (1.9511, 5.5310, -3.3321)
C (-2.7182, -0.6206, 5.2502)
C (-0.6605, 5.1875, -1.4386)
C (2.5679, -3.5481, 0.9512)
H (1.9592, 1.2899, 6.2308)

Results
ΔE to the lowest compared entry with this formula, charge and spin = 2.05 kcal per mole
HOMO energy = -6.98 eV
Gap between HOMO and LUMO = 7.23 eV

Atomic partial charges in e from the Löwdin method, atoms 1 to 99: 0.052, -0.014, -0.331, 0.027, 0.110, 0.140, 0.113, 0.108, -0.070, -0.061, 0.004, 0.110, -0.318, 0.031, 0.026, 0.021, 0.101, 0.045, 1.035, -0.210, 0.107, -0.030, 0.053, 0.102, -0.039, 0.104, -0.049, -0.067, 0.072, 0.110, 0.081, -0.083, 0.000, 0.057, 0.026, 0.086, -0.068, 0.608, 0.252, 0.082, 0.078, -0.647, -0.259, 0.045, 0.131, 0.071, 0.084, -0.033, -0.095, -0.115, -0.117, 0.009, 0.111, 0.023, -0.184, 0.001, 0.028, -0.267, 0.136, 0.099, -0.074, 0.139, -0.061, 0.023, 0.059, 0.677, -0.096, 0.114, -0.178, 0.045, -0.323, 0.103, -0.050, -0.002, 0.043, 0.348, -0.241, 0.112, -0.438, -0.177, 0.130, 0.113, -0.228, -0.345, -0.063, 0.241, -0.079, 0.067, 0.099, -0.084, -0.154, -0.072, 0.053, 0.110, 0.113, 0.022, -0.453, -0.227, -0.775